Below is one molecule with the formula C3H8N2O, with properties calculated with ωB97M-V with the def2-TZVPD basis set.

Spin multiplicity ... 1
Molar mass ... 88.110 Da
Kohn-Sham gap ... 9.2 eV
Energy relative to the best compared isomer or geometry (same formula, charge and spin) ... 106.6 kcal/mol
LUMO ... 0.0373 Ha
HOMO ... -0.29920 Eh

Element x y z (Å)
1 O 2.9829 0.1608 1.3419
2 N 1.1394 -1.5245 0.4610
3 N 1.9016 0.7338 0.6994
4 C 0.9020 -0.1504 0.3334
5 C -1.1532 1.1140 -0.9410
6 C -0.7800 -0.1860 -0.3059
7 H -1.5129 -0.5693 0.5661
8 H -1.6812 1.5931 -0.1912
9 H -0.7296 -1.0613 -0.9833
10 H -1.8024 1.0006 -1.8785
11 H 3.6689 0.8649 1.4141
12 H 2.1237 -1.7376 0.6007
13 H -0.2541 1.8195 -0.9766
14 H 0.5782 -2.0478 -0.1875

Forces on the atoms, in the same order (eV/Å):
O 0.852 -0.888 -0.046
N 0.397 1.293 0.478
N -5.513 -0.407 -1.767
C 1.658 -0.624 0.824
C 0.813 0.493 -1.269
C 2.276 -0.843 2.267
H 1.936 1.198 -1.691
H -1.761 1.279 1.128
H 0.137 0.757 0.087
H 1.250 0.415 1.264
H -1.151 -0.555 -0.316
H -0.387 -0.380 -0.186
H -1.074 -1.222 -0.952
H 0.566 -0.518 0.179

Below is a 3-piece molecular cluster, C11H30NO5S overall, with properties calculated with ωB97M-V with the def2-TZVPD basis set.

Spin multiplicity ... 1
Molar mass ... 288.430 Da
Kohn-Sham gap ... 9.6 eV
LUMO ... -0.0985 Ha
Charge ... +1
HOMO ... -0.45175 Eh

Element x y z (Å)
1 S 3.5173 0.7160 -3.2331
2 O -0.0672 0.9864 -0.2382
3 O 4.8285 0.2248 -3.0107
4 O 3.2222 1.6784 -4.2345
5 O -2.2219 0.7769 4.5536
6 O 0.3390 -1.4657 -4.1116
7 N 2.6104 -0.7429 -3.8117
8 C -0.5732 -1.5087 -2.9837
9 C -2.5054 -1.0623 6.1105
10 C 2.7468 -1.9096 -2.8864
11 C -2.0401 -0.6307 4.7304
12 C -2.3046 1.5566 0.5295
13 C -1.6855 -0.4804 -3.1102
14 C -0.9162 1.0942 0.9284
15 C 1.1360 -0.3744 -4.2023
16 C -0.5935 -1.0244 4.4745
17 C 2.7255 1.1240 -1.7110
18 C -0.2897 2.0087 1.9607
19 H -1.8989 -0.5788 6.8815
20 H -0.9719 0.0778 1.3215
21 H -2.6822 -1.0866 3.9736
22 H -2.2614 2.5590 0.0928
23 H -2.7448 0.8833 -0.2066
24 H 2.1584 -2.7292 -3.2843
25 H -1.8435 -0.2160 -4.1557
26 H -0.9198 2.0503 2.8477
27 H -0.4586 -2.1029 4.5634
28 H -1.4684 0.4256 -2.5460
29 H -0.0132 -1.3839 -2.0517
30 H -2.6124 -0.8854 -2.7073
31 H -2.9581 1.5951 1.4008
32 H 2.1893 2.0522 -1.8958
33 H -0.1864 3.0212 1.5582
34 H -1.6825 1.2233 5.2173
35 H 0.7016 1.6563 2.2494
36 H 2.0023 0.3792 -1.3862
37 H 0.0637 -0.5400 5.2021
38 H -0.0186 1.8780 -0.6055
39 H 2.4056 -1.6363 -1.8934
40 H -0.9651 -2.5217 -3.0032
41 H -3.5446 -0.7774 6.2701
42 H 1.2151 -0.0378 -5.2342
43 H 3.1075 -0.9720 -4.6778
44 H -0.2762 -0.7148 3.4775
45 H 0.8337 0.4661 -3.5747
46 H 3.5186 1.2686 -0.9810
47 H 3.7982 -2.1787 -2.8445
48 H -2.4161 -2.1416 6.2376

Forces on the atoms, in the same order (eV/Å):
S 0.332 0.275 -0.061
O 0.113 0.054 -0.176
O 0.045 -0.210 0.042
O -0.156 -0.044 -0.087
O 0.085 -0.011 -0.078
O 0.038 0.006 -0.001
N -0.257 -0.039 0.309
C -0.089 -0.042 0.049
C -0.057 0.045 -0.006
C 0.215 -0.026 -0.100
C 0.034 -0.048 0.100
C 0.015 -0.045 -0.081
C 0.094 0.109 0.116
C -0.114 -0.004 0.111
C 0.016 0.012 -0.210
C 0.005 0.046 -0.052
C -0.270 0.208 -0.109
C 0.105 0.016 -0.047
H 0.021 -0.028 0.000
H 0.040 -0.014 -0.032
H -0.003 0.017 -0.011
H -0.008 0.015 0.037
H -0.006 -0.011 0.016
H -0.043 0.019 0.025
H -0.107 -0.124 -0.006
H 0.008 -0.006 0.007
H 0.000 -0.002 0.008
H 0.060 0.041 -0.027
H -0.012 0.042 -0.013
H -0.021 0.000 -0.044
H 0.008 0.006 0.010
H 0.080 0.054 0.023
H -0.042 0.005 0.007
H -0.081 0.018 0.025
H -0.016 -0.026 0.006
H 0.084 -0.084 0.110
H -0.002 -0.028 0.019
H -0.048 -0.005 0.038
H -0.116 -0.023 -0.011
H 0.032 -0.018 -0.079
H 0.000 -0.005 -0.009
H 0.024 0.034 0.013
H -0.017 0.012 0.003
H -0.011 -0.003 0.002
H 0.030 -0.092 0.139
H -0.028 -0.102 0.032
H 0.013 0.010 -0.004
H 0.008 -0.001 -0.002